Entry 1:
70
Properties=species:S:1:pos:R:3:forces:R:3:nbo_charge:R:1 method="wB97M-V/def2-TZVPD" spin_multiplicity=4 total_charge=+1 s2=3.78 orbital_gap_ha="0.268 / 0.242"
Tc -1.51538 -0.97937 2.15257 -1.33 1.48 -0.11 1.237
N -3.64972 -2.03705 -1.30440 0.61 1.78 -0.50 -0.800
C -3.31405 -1.25816 -0.22580 0.53 0.10 -0.51 0.285
S -3.46687 -1.95606 1.37425 -0.63 -1.24 -0.14 -0.048
N -2.80250 -0.05063 -0.36250 -0.05 -1.42 -0.38 -0.402
N -2.23998 0.36674 0.84113 -0.28 1.65 -1.14 -0.303
C -2.17429 1.65487 1.01917 0.14 -0.30 0.08 0.184
C -1.85745 2.24527 2.26660 0.36 0.19 1.71 -0.143
C -1.61864 3.65553 2.38560 0.17 -1.07 1.38 -0.143
C -1.32869 4.20089 3.62999 0.05 -1.08 -0.05 -0.235
C -1.27019 3.36666 4.75530 0.12 -1.13 0.14 -0.126
C -1.50090 1.97724 4.70732 -0.77 -0.34 0.19 -0.249
C -1.87606 1.41588 3.46961 -0.99 0.42 -0.12 0.330
O -2.47130 0.15387 3.41626 1.93 1.16 0.28 -0.617
H -4.09864 -2.94623 -1.22688 0.20 0.67 0.03 0.432
H -3.44406 -1.58813 -2.22505 -0.62 -0.95 1.13 0.420
H -2.33951 2.32672 0.19468 -0.44 -0.07 -0.44 0.218
H -1.65203 4.36946 1.59141 -0.06 -0.20 -0.89 0.229
H -1.08639 5.24367 3.71111 -0.13 0.26 0.11 0.235
H -1.04431 3.74551 5.73981 0.10 0.40 -0.02 0.229
H -1.53314 1.33309 5.66325 0.09 1.22 -1.75 0.233
N -0.16306 -1.65519 0.58792 0.24 -0.17 -0.83 -0.636
N 1.11116 -1.75204 1.18453 1.22 -0.43 0.77 -0.528
C 1.27996 -1.03994 2.36426 1.58 0.64 2.38 0.848
O 2.31489 -1.10954 3.03006 -1.86 0.05 -1.69 -0.594
O 0.21900 -0.26267 2.77195 1.27 -1.31 -1.29 -0.696
H -0.34786 -2.46268 -0.01290 -0.03 0.00 0.46 0.410
H -0.10329 -0.83716 -0.04276 -0.16 0.27 -0.38 0.454
H 1.94121 -2.26914 0.79540 -1.59 0.88 0.37 0.439
N -1.94296 -7.03980 2.82989 0.65 1.32 1.46 -0.223
C -1.67105 -6.13109 3.50820 -0.83 -1.60 -1.67 0.237
C -1.47904 -4.81392 4.02923 0.49 0.03 1.96 -0.187
C -1.39275 -4.52486 5.44218 0.02 -0.31 -1.86 -0.048
C -1.16741 -3.19039 5.79170 -0.95 -1.40 0.83 -0.247
C -1.18347 -2.21503 4.84735 0.12 -0.60 -2.90 0.118
N -1.26707 -2.50522 3.46645 0.42 -1.96 2.84 -0.482
C -1.34981 -3.81540 3.07727 0.34 1.26 0.62 0.119
H -1.49384 -5.34914 6.17790 0.11 0.78 -0.58 0.262
H -1.18015 -2.92280 6.84098 0.33 0.10 -0.08 0.256
H -1.10555 -1.18854 5.13744 -0.02 0.46 -0.31 0.245
H -1.26836 -4.08395 2.00408 -0.38 0.49 0.86 0.245
C 3.51105 -1.61696 -6.61389 -0.66 -1.42 -0.70 -0.645
C 3.67409 -0.33069 -5.83585 -0.02 1.72 1.21 -0.611
S 2.08118 0.58806 -5.54651 -0.92 -0.67 0.71 2.109
O 1.13816 -0.35178 -4.93224 0.90 0.90 -0.04 -0.963
O 1.64107 1.28028 -6.73464 0.37 -0.28 0.14 -0.931
C 2.60015 1.97281 -4.40024 0.45 -0.33 0.18 -0.659
C 1.63110 2.91147 -3.63482 -1.27 -0.40 0.25 -0.231
N 1.20012 2.37667 -2.30931 -0.45 -1.53 1.89 -0.336
C 0.28375 1.32520 -2.01756 1.54 0.94 -0.76 0.463
N 0.54325 0.75968 -0.82596 0.00 1.09 -1.04 -0.557
C 1.55299 1.47347 -0.26059 0.67 0.24 0.13 0.032
C 1.95301 2.51973 -1.11058 -1.87 -2.92 -0.47 0.128
N 2.80600 3.54381 -0.78993 2.61 2.79 2.30 0.466
O 3.12877 4.43525 -1.63738 -0.76 -2.28 2.10 -0.390
O 3.19641 3.53311 0.44114 -0.87 0.31 -3.86 -0.369
C -0.88614 0.90259 -2.87236 0.67 -0.27 0.12 -0.672
H 4.48971 -1.99065 -7.02478 -0.91 0.51 0.52 0.244
H 2.80434 -1.52510 -7.47159 0.64 0.23 0.46 0.241
H 3.05077 -2.45245 -5.99396 0.74 1.20 -0.48 0.234
H 4.27390 0.51399 -6.27903 -0.21 -1.25 0.07 0.241
H 4.05988 -0.53314 -4.80115 -0.26 0.26 -0.89 0.234
H 3.18688 2.55798 -5.11239 -0.13 0.21 0.13 0.258
H 3.31873 1.61092 -3.64553 -0.25 -0.23 -0.34 0.237
H 0.65955 3.16866 -4.08266 0.72 -0.08 -0.66 0.238
H 2.18946 3.82362 -3.39735 -0.30 -0.25 -0.27 0.281
H 1.97719 1.11188 0.70586 -0.37 0.99 -0.92 0.252
H -0.80313 1.07437 -3.94203 0.42 0.27 0.04 0.258
H -1.76663 1.44135 -2.51074 -0.05 -0.42 0.06 0.248
H -0.96208 -0.19537 -2.76844 -0.34 0.63 0.14 0.243



Entry 2:
80
Properties=species:S:1:pos:R:3:forces:R:3:lowdin_charge:R:1 method="wB97M-V/def2-TZVPD" spin_multiplicity=1 orbital_gap_ha=0.247
C -5.79009 0.28056 -4.59632 -0.05 0.00 -0.08 -0.088
C -5.39236 0.24827 -3.13075 -0.11 -0.24 -0.18 -0.297
O -4.75024 1.45529 -2.72679 -0.82 0.46 -0.60 -0.230
P -5.65697 2.83823 -2.68588 7.72 -1.08 3.96 0.694
O -6.36424 2.61253 -1.34944 -2.74 0.53 -3.35 -0.238
O -4.49873 3.88201 -2.08435 -0.90 0.24 -0.74 -0.246
C -4.74261 4.56845 -0.85026 -0.22 -0.17 0.29 -0.306
C -4.23099 3.77814 0.34353 0.32 -0.05 0.05 -0.075
O -5.12210 3.20971 -4.26063 -3.23 0.12 1.12 -0.213
C -5.65310 4.40455 -4.86758 0.10 0.70 -0.15 -0.273
C -5.23678 5.69954 -4.17172 -0.20 -0.02 0.04 -0.083
H -6.55035 1.04415 -4.78303 -0.03 -0.09 -0.01 0.064
H -6.19704 -0.68379 -4.90586 0.01 0.01 0.05 0.079
H -4.93128 0.52111 -5.22503 -0.02 -0.04 0.06 0.083
H -6.26566 0.06442 -2.49585 0.05 -0.01 0.02 0.111
H -4.68116 -0.56398 -2.96460 0.04 0.16 0.10 0.109
H -5.80636 4.79912 -0.74560 0.10 -0.18 0.02 0.101
H -4.23300 5.53290 -0.89394 0.18 -0.09 -0.25 0.114
H -4.48605 2.71879 0.30010 -0.25 0.12 -0.14 0.069
H -4.62465 4.18455 1.27851 0.04 0.04 -0.07 0.078
H -3.14043 3.82828 0.37591 -0.01 0.05 0.05 0.074
H -6.74267 4.33851 -4.90255 0.00 -0.01 -0.17 0.112
H -5.28051 4.42821 -5.89207 0.01 -0.30 0.05 0.118
H -5.77726 5.83134 -3.23426 0.09 0.04 0.06 0.066
H -5.47881 6.56071 -4.80115 -0.02 -0.17 -0.08 0.081
H -4.17025 5.71210 -3.95815 -0.01 -0.06 -0.02 0.084
C 2.66709 1.26866 2.57160 -0.07 0.01 0.06 -0.083
C 3.59428 0.64462 1.54298 -0.32 0.07 -0.04 -0.293
O 4.93545 0.55721 2.01658 -0.52 -0.34 0.95 -0.218
P 5.24499 -0.48218 3.26560 6.05 3.42 -5.32 0.697
O 5.29922 -1.78839 2.47237 -2.99 -0.03 3.17 -0.240
O 6.90089 -0.27922 3.36057 -0.78 -0.26 0.88 -0.244
C 7.76010 -1.41256 3.18319 -0.10 -0.31 -0.24 -0.306
C 8.15908 -1.59393 1.72746 0.20 0.21 -0.16 -0.075
O 5.05972 0.81125 4.35963 -1.42 -3.11 0.28 -0.213
C 5.17862 0.50384 5.76297 0.42 -0.01 0.59 -0.273
C 6.57144 0.04096 6.18765 -0.12 -0.17 0.01 -0.083
H 2.58045 0.63741 3.46046 -0.08 0.01 -0.05 0.065
H 1.66693 1.40502 2.15546 0.03 -0.03 -0.03 0.073
H 3.04925 2.23647 2.90030 -0.01 -0.05 -0.06 0.083
H 3.24003 -0.35214 1.25758 0.01 0.02 -0.04 0.094
H 3.60900 1.26421 0.64378 0.19 -0.08 0.05 0.121
H 7.28727 -2.31552 3.57927 -0.04 0.11 -0.17 0.101
H 8.65459 -1.25613 3.78915 -0.06 0.31 0.04 0.114
H 7.32376 -1.48504 1.03509 -0.14 -0.12 0.25 0.071
H 8.60899 -2.57662 1.56550 0.01 0.07 0.06 0.078
H 8.88751 -0.82932 1.44927 0.05 -0.06 0.00 0.075
H 4.44028 -0.25515 6.03044 -0.09 0.12 0.10 0.112
H 4.93854 1.41847 6.30593 -0.16 0.05 -0.26 0.118
H 6.76141 -0.98090 5.85897 0.10 0.02 -0.03 0.066
H 6.65369 0.04380 7.27835 -0.16 0.08 -0.07 0.081
H 7.34727 0.68368 5.77747 -0.05 0.02 -0.03 0.084
C 2.67776 -3.98375 0.20977 -0.36 0.29 -0.46 -0.117
C 2.34427 -2.72600 -0.73907 -1.40 -1.17 0.85 -0.231
C 0.86951 -2.26811 -0.31736 0.84 0.98 -0.27 -0.279
C 0.37353 -0.98591 -1.11213 -0.34 -0.55 0.11 -0.285
C -0.99689 -0.39572 -0.51339 1.56 0.22 -0.75 -0.404
P -2.25731 -1.83645 -0.42696 0.43 0.73 0.35 0.791
C -3.34572 -3.42321 -0.32220 -0.33 -0.59 -0.05 -0.407
O -3.15401 -4.22213 -1.50755 0.56 -0.02 0.98 -0.295
C -1.93201 -4.97558 -1.45876 0.15 -0.92 -0.80 -0.150
H 3.71179 -3.90861 0.63489 -1.01 -0.24 -0.28 0.061
H 2.54257 -4.95665 -0.35389 0.39 1.09 0.56 0.070
H 1.89591 -4.01496 1.02689 1.14 0.07 -0.61 0.064
H 2.26305 -3.11822 -1.79337 0.38 0.77 0.91 0.104
H 3.09475 -1.90094 -0.64539 -0.68 -0.75 -0.16 0.092
H 0.22399 -3.17648 -0.46465 0.38 0.95 0.10 0.071
H 0.82291 -1.99001 0.78349 0.26 -0.53 -1.09 0.107
H 1.18390 -0.20530 -1.08179 -0.73 -0.70 0.03 0.097
H 0.26126 -1.27918 -2.20082 -0.07 0.41 1.06 0.100
H -0.72640 0.00666 0.51299 -0.64 -0.28 -1.03 0.070
H -1.33854 0.43506 -1.20956 0.23 -0.81 0.95 0.074
H -1.64239 -2.23297 0.81259 -0.20 0.12 -0.03 0.009
H -3.38288 -0.95661 -0.34884 0.19 -0.19 0.05 0.010
H -1.80750 -2.21781 -1.74547 -0.39 -0.16 0.17 0.036
H -4.44604 -3.21225 -0.22065 0.94 -0.10 -0.27 0.085
H -3.02628 -4.00008 0.59680 -0.32 0.42 -0.79 0.075
H -1.16945 -4.61851 -2.21927 -0.84 -0.11 0.91 0.088
H -2.20114 -6.03197 -1.76415 0.39 1.03 0.43 0.093
H -1.45485 -5.00657 -0.44202 -0.52 0.13 -0.84 0.083



Entry 3:
16
Properties=species:S:1:pos:R:3:forces:R:3:nbo_charge:R:1 method="wB97M-V/def2-TZVPD" spin_multiplicity=1 orbital_gap_ha=0.378
C -2.76054 0.60882 0.95773 1.12 -0.62 0.37 -0.212
C -1.66860 0.51636 0.44467 -1.36 0.58 0.20 -0.032
C 0.35134 1.76902 -0.56765 -0.93 -2.70 5.32 -0.048
C -0.44687 0.41155 -0.32328 -0.35 0.28 -1.60 -0.162
C 0.29470 -1.95434 0.16570 3.85 -0.54 -2.84 -0.417
N 0.46367 -0.53999 0.35077 -0.45 2.03 -1.40 -0.655
O 3.08354 -0.61282 -0.11428 -0.20 -0.65 -0.40 -0.895
O 1.61713 1.37765 -0.80895 2.65 -1.77 0.65 -0.670
S 2.01852 0.19014 0.41802 -0.19 1.41 -0.06 1.645
H -3.54488 0.46437 1.66987 -0.18 0.34 -0.36 0.240
H 0.02040 2.23984 -1.36826 -1.88 2.35 -3.51 0.196
H 0.22978 2.34249 0.37560 0.19 0.23 -0.55 0.164
H -0.77452 0.16799 -1.38462 0.63 -0.67 1.07 0.220
H 0.81470 -2.38040 -0.83415 -1.31 1.17 1.60 0.180
H 1.01021 -2.31737 0.88298 -0.63 -1.24 0.78 0.220
H -0.70859 -2.28330 0.13587 -0.96 -0.21 0.73 0.227



Entry 4:
25
Properties=species:S:1:pos:R:3:forces:R:3:nbo_charge:R:1 method="wB97M-V/def2-TZVPD" spin_multiplicity=1 orbital_gap_ha=0.387
O 2.30354 -2.62077 -0.49611 1.22 0.79 -0.10 -0.715
C 2.30331 -1.33512 0.11925 0.34 -0.57 0.63 -0.093
C 1.11802 -0.54154 -0.27724 -0.76 0.54 1.17 0.039
O -0.04462 -1.34348 0.18550 -0.22 0.97 -0.68 -0.556
C -1.27726 -0.83357 -0.24375 0.37 1.20 1.57 0.533
O -1.55373 -1.00326 -1.53650 1.59 -0.72 -1.07 -0.694
Cl -2.53693 -1.79027 0.63989 -0.12 -0.15 0.70 -0.105
C -1.41968 0.74335 0.20005 -0.67 -2.47 -1.39 0.441
O -1.53541 0.76594 1.57617 1.17 2.35 -0.30 -0.723
O -2.49536 1.17541 -0.61156 -0.16 -0.04 1.12 -0.732
C -0.16428 1.52165 -0.09559 0.17 -0.62 -0.88 -0.005
O -0.02468 1.96034 -1.43135 -2.01 1.45 1.53 -0.671
C 1.07676 0.86573 0.41730 0.45 -2.64 0.59 0.054
O 1.06784 0.59743 1.85130 0.05 0.93 -1.75 -0.711
H 1.45730 -3.01235 -0.35665 -1.04 -0.44 0.24 0.475
H 2.15296 -1.40972 1.24597 1.07 0.05 -1.21 0.204
H 3.23335 -0.81046 -0.24775 -0.86 -0.56 0.88 0.197
H 0.99024 -0.48631 -1.32135 0.16 0.15 -1.57 0.181
H -2.29439 -0.43448 -1.69981 -0.84 0.76 -0.57 0.509
H -2.21768 0.27613 1.97178 -1.76 -1.41 0.19 0.511
H -2.58186 2.13699 -0.65837 0.28 -0.12 0.11 0.501
H -0.15938 2.37765 0.42735 -0.91 3.29 2.25 0.200
H 0.54610 1.35410 -1.78328 2.21 -2.25 -2.30 0.460
H 1.90847 1.53147 0.15479 0.09 -0.48 0.18 0.210
H 0.14737 0.31512 1.96996 0.17 0.01 0.66 0.490



Entry 5:
31
Properties=species:S:1:pos:R:3:forces:R:3:nbo_charge:R:1 method="wB97M-V/def2-TZVPD" spin_multiplicity=1 orbital_gap_ha=0.372
He -9.99461 -19.01459 4.96315 0.11 0.08 0.06 0.002
O -12.38481 -19.21981 5.92110 -0.27 0.22 0.66 -0.973
H -12.31617 -19.72730 5.11242 0.45 -0.28 -0.87 0.516
H -13.27322 -19.38791 6.23525 -0.37 -0.12 0.11 0.475
O -11.31867 -20.38327 8.34770 0.13 -0.34 0.30 -0.953
H -11.61171 -19.90631 7.57126 0.06 0.22 -0.52 0.482
H -11.95646 -20.15555 9.02416 -0.06 0.02 0.26 0.460
O -7.53093 -20.45613 5.85300 0.08 0.32 0.32 -0.943
H -6.84397 -20.51433 6.51704 0.19 -0.08 0.25 0.487
H -7.48736 -19.55218 5.54122 -0.03 0.38 -0.02 0.483
O -8.28148 -19.54696 2.61124 -0.26 0.73 -0.20 -0.966
H -8.33058 -20.24705 1.96031 0.11 -0.36 0.00 0.479
H -8.14627 -20.00144 3.44274 -0.01 -0.58 0.11 0.484
O -11.40532 -20.51886 3.51234 -0.52 -0.26 0.40 -0.983
H -10.86347 -19.82021 3.14556 0.45 0.50 -0.14 0.516
H -11.97270 -20.78705 2.78958 -0.18 -0.11 -0.23 0.485
O -8.15624 -22.33006 4.14251 0.63 -0.21 -1.01 -1.014
H -7.78291 -21.75249 4.80828 0.14 0.10 0.23 0.476
H -8.97591 -22.64098 4.52684 -0.53 -0.18 0.13 0.489
O -9.54188 -15.59997 6.83920 0.58 0.04 0.15 -0.960
H -9.52874 -14.96283 6.12499 0.00 0.13 -0.12 0.459
H -10.39708 -16.02380 6.76700 -0.59 -0.11 -0.01 0.492
O -10.63344 -22.83839 4.99747 -0.36 -0.50 0.25 -0.956
H -10.93257 -22.97488 5.89643 0.05 -0.13 0.33 0.479
H -11.07929 -22.03992 4.71482 0.03 0.52 -0.41 0.494
O -11.23235 -17.61285 1.98105 -0.25 -0.31 0.01 -0.953
H -10.46683 -17.69028 1.41165 0.30 -0.05 -0.13 0.477
H -11.10479 -16.78444 2.44333 0.00 0.20 0.21 0.477
O -12.27761 -16.49095 6.35007 0.04 0.57 0.09 -0.976
H -13.15237 -16.21089 6.61948 -0.10 0.28 0.11 0.471
H -12.35846 -17.43534 6.21658 0.20 -0.68 -0.31 0.493



Entry 6:
10
Properties=species:S:1:pos:R:3:forces:R:3:nbo_charge:R:1 method="wB97M-V/def2-TZVPD" spin_multiplicity=3 total_charge=+1 s2=2.08 orbital_gap_ha="0.244 / 0.154"
Ag 0.63516 3.72023 -1.65772 -0.37 -0.43 0.63 0.964
Ag 0.60998 2.05627 2.41167 -0.44 0.06 -0.85 0.954
F 2.62776 1.75291 0.03366 -0.48 0.21 0.09 -0.137
F -1.11069 1.78259 0.02059 1.29 0.77 0.36 -0.572
F 0.49315 4.94984 1.28287 -0.01 -0.66 -0.26 -0.210
C -0.71124 -2.74971 -0.49174 0.01 -0.78 -0.18 -0.281
Cl -1.28023 -4.38674 -0.95760 -0.16 0.75 0.10 0.023
Cl 1.03918 -2.76048 -0.64410 0.31 0.33 -0.01 0.015
Cl -1.18933 -2.37568 1.16319 -0.10 0.09 -0.03 0.012
H -1.11377 -1.98920 -1.16084 -0.05 -0.33 0.14 0.231



Entry 7:
13
Properties=species:S:1:pos:R:3:forces:R:3:nbo_charge:R:1 method="wB97M-V/def2-TZVPD" spin_multiplicity=1 total_charge=-1 orbital_gap_ha=0.205
C -3.33875 -0.11075 0.01206 0.68 -3.09 -1.36 1.048
C 0.83790 -0.85493 0.24014 -0.36 -2.24 -0.65 -0.442
C 1.72253 -0.03969 -0.66616 1.52 2.07 -0.32 -0.556
C -0.24884 0.15797 0.36305 -0.32 -0.19 0.91 -0.859
O -3.52723 0.92341 0.45499 -0.33 1.79 0.76 -0.520
O -3.24630 -1.19199 -0.44179 -0.23 1.26 0.54 -0.547
O 1.51486 2.46507 0.12220 -0.50 0.13 0.50 -1.079
S 0.53893 1.45761 -0.47699 1.23 -0.40 -0.54 1.077
H 0.56116 -1.81471 -0.24597 -0.35 0.20 0.11 0.155
H 1.38124 -1.20307 1.12743 0.14 0.22 0.34 0.147
H 2.61420 0.25839 -0.00812 -1.03 0.07 -1.44 0.211
H 2.08500 -0.22398 -1.75054 -0.88 -0.32 1.82 0.193
H -0.89470 0.17666 1.26970 0.42 0.52 -0.67 0.173